#A
Computed, not measured: C15H17NO3S in the gas phase, with ωB97M-V/def2-TZVPD.

E_HOMO	-0.3160	Ha
frontier orbital gap	8.8	eV
E_LUMO	0.0059	Ha
structure (SMILES)	O=S(=O)(NC[C@@H]1CCCO1)c1ccc2ccccc2c1

Each atom is followed by the atoms it is bonded to, with distances in Å.
CARTESIAN COORDINATES (ANGSTROEM)
1 O -2.6997 -2.6435 0.9044  S2 1.432
2 S -2.0479 -2.1018 -0.2493  O1 1.432, O3 1.435, N4 1.663, C11 1.791
3 O -2.0030 -2.8664 -1.4624  S2 1.435
4 N -2.8576 -0.7062 -0.6522  S2 1.663, C5 1.436, H21 1.006
5 C -3.3177 0.1884 0.3726  N4 1.436, C6 1.536, H22 1.096, H23 1.091
6 C -2.4262 1.4160 0.6099  C5 1.536, C7 1.547, O10 1.420, H24 1.101
7 C -2.2222 2.2930 -0.6486  C6 1.547, C8 1.531, H25 1.090, H26 1.088
8 C -0.7222 2.1779 -0.9323  C7 1.531, C9 1.527, H27 1.091, H28 1.087
9 C -0.1785 1.8522 0.4573  C8 1.527, O10 1.411, H29 1.100, H30 1.090
10 O -1.1379 0.9905 1.0296  C6 1.420, C9 1.411
11 C -0.3638 -1.6618 0.1704  S2 1.791, C12 1.398, C20 1.362
12 C 0.0251 -1.6386 1.5126  C11 1.398, C13 1.366, H31 1.077
13 C 1.3130 -1.3116 1.8306  C12 1.366, C14 1.413, H32 1.080
14 C 2.2482 -0.9947 0.8197  C13 1.413, C15 1.411, C19 1.422
15 C 3.5810 -0.6413 1.1180  C14 1.411, C16 1.367, H33 1.080
16 C 4.4653 -0.3376 0.1204  C15 1.367, C17 1.404, H34 1.080
17 C 4.0609 -0.3747 -1.2234  C16 1.404, C18 1.367, H35 1.080
18 C 2.7772 -0.7138 -1.5484  C17 1.367, C19 1.411, H36 1.080
19 C 1.8404 -1.0305 -0.5424  C14 1.422, C18 1.411, C20 1.411
20 C 0.5050 -1.3777 -0.8394  C11 1.362, C19 1.411, H37 1.080
21 H -2.5192 -0.2847 -1.5005  N4 1.006
22 H -4.3279 0.5350 0.1248  C5 1.096
23 H -3.3668 -0.4134 1.2815  C5 1.091
24 H -2.8874 2.0102 1.4144  C6 1.101
25 H -2.4910 3.3265 -0.4313  C7 1.090
26 H -2.8348 1.9508 -1.4805  C7 1.088
27 H -0.5132 1.3485 -1.6090  C8 1.091
28 H -0.2954 3.0889 -1.3448  C8 1.087
29 H -0.0884 2.7696 1.0584  C9 1.100
30 H 0.7783 1.3310 0.4511  C9 1.090
31 H -0.7102 -1.8876 2.2596  C12 1.077
32 H 1.6367 -1.2887 2.8607  C13 1.080
33 H 3.8902 -0.6148 2.1529  C15 1.080
34 H 5.4835 -0.0678 0.3588  C16 1.080
35 H 4.7740 -0.1339 -1.9978  C17 1.080
36 H 2.4598 -0.7476 -2.5805  C18 1.080
37 H 0.1721 -1.4399 -1.8649  C20 1.080

#B
Computed, not measured: C15H17NO3S in the gas phase, with ωB97M-V/def2-TZVPD.

E_HOMO	-0.2788	Ha
frontier orbital gap	7.7	eV
E_LUMO	0.0042	Ha
structure (SMILES)	COC(=O)C1=C(NC(=O)c2ccc(C)c(C)c2)CCS1

Each atom is followed by the atoms it is bonded to, with distances in Å.
CARTESIAN COORDINATES (ANGSTROEM)
1 C 1.3302 3.3275 2.4080  O2 1.431, H21 1.070, H22 1.102, H23 1.102
2 O 0.2550 2.7931 1.6294  C1 1.431, C3 1.381
3 C -0.6169 3.7213 1.0945  O2 1.381, O4 1.232, C5 1.474
4 O -0.5464 4.9320 1.3106  C3 1.232
5 C -1.7655 3.3226 0.2616  C3 1.474, C6 1.379, S20 1.745
6 C -1.9819 2.0515 -0.2263  C5 1.379, N7 1.410, C18 1.513
7 N -1.0351 1.0228 -0.0417  C6 1.410, C8 1.391, H24 1.024
8 C -1.0107 -0.2378 -0.6294  N7 1.391, O9 1.240, C10 1.474
9 O -1.9283 -0.5876 -1.3867  C8 1.240
10 C 0.1334 -1.1439 -0.4251  C8 1.474, C11 1.402, C17 1.399
11 C 1.0023 -0.9454 0.6567  C10 1.402, C12 1.377, H25 1.089
12 C 1.9920 -1.8811 0.8612  C11 1.377, C13 1.414, H26 1.122
13 C 2.1664 -3.0096 0.0273  C12 1.414, C14 1.496, C15 1.400
14 C 3.3759 -3.8582 0.2613  C13 1.496, H27 1.085, H28 1.072, H29 1.078
15 C 1.2795 -3.1717 -1.0437  C13 1.400, C16 1.484, C17 1.402
16 C 1.3439 -4.3586 -1.9328  C15 1.484, H30 1.099, H31 1.093, H32 1.111
17 C 0.2995 -2.2072 -1.3189  C10 1.399, C15 1.402, H33 1.097
18 C -3.3449 1.9209 -0.8704  C6 1.513, C19 1.542, H34 1.088, H35 1.082
19 C -4.1678 3.2038 -0.6341  C18 1.542, S20 1.841, H36 1.077, H37 1.109
20 S -2.9398 4.5156 -0.2314  C5 1.745, C19 1.841
21 H 2.1232 3.7737 1.8442  C1 1.070
22 H 0.9179 4.1007 3.0762  C1 1.102
23 H 1.7715 2.5674 3.0728  C1 1.102
24 H -0.2465 1.2126 0.5826  N7 1.024
25 H 0.8248 -0.1545 1.3840  C11 1.089
26 H 2.7023 -1.7012 1.7111  C12 1.122
27 H 3.9530 -3.4920 1.1039  C14 1.085
28 H 3.9778 -3.8598 -0.6259  C14 1.072
29 H 3.1066 -4.8790 0.4804  C14 1.078
30 H 2.2528 -4.3247 -2.5489  C16 1.099
31 H 1.3537 -5.2994 -1.3757  C16 1.093
32 H 0.4677 -4.3726 -2.6161  C16 1.111
33 H -0.4014 -2.3694 -2.1464  C17 1.097
34 H -3.8852 1.0396 -0.5318  C18 1.088
35 H -3.1814 1.7607 -1.9283  C18 1.082
36 H -4.7445 3.4828 -1.4995  C19 1.077
37 H -4.8330 3.1051 0.2472  C19 1.109

Name the least stable of them. #A.